[1]
Below is a 2-piece molecular cluster, C3H5NO2 overall, with properties calculated with ωB97M-V/def2-TZVPD.

Calculated values
- Max |F|: 0.0170 Eh/bohr
- 2S+1: 1
- E: -8776.691 eV
- HOMO-LUMO gap: 10.330 eV
- Energy relative to the best compared isomer or geometry (same formula, charge and spin): 23.2 kcal/mol

The geometry in XYZ format:
```
11
Properties=species:S:1:pos:R:3:forces:R:3
N 2.226292 0.674508 0.617976 -0.263 0.273 -0.295
C 1.649684 1.377360 -0.186628 -0.203 0.192 -0.155
O 0.959421 2.010247 -0.888828 0.546 -0.462 0.503
H 3.217136 0.507806 0.660012 -0.021 0.044 -0.051
C -1.511317 -0.180214 0.234867 -0.093 -0.040 -0.034
C -0.693635 -1.285155 -0.377478 -0.127 -0.157 -0.111
O -1.149415 -2.186151 -1.040821 0.188 0.363 0.271
H -2.575132 -0.359577 0.064125 0.150 0.043 0.036
H -1.302968 -0.110567 1.309195 -0.007 -0.033 -0.152
H -1.219032 0.778147 -0.212061 -0.044 -0.154 0.052
H 0.398966 -1.226401 -0.180357 -0.127 -0.068 -0.063
```
Forces are in eV/Å.

natural (NBO) population analysis, charges in e, atoms 1 to 8:
1 N -0.786
2 C 0.866
3 O -0.504
4 H 0.426
5 C -0.731
6 C 0.439
7 O -0.521
8 H 0.233

[2]
Below is an isolated molecule of C3H5NO2, with properties calculated with ωB97M-V/def2-TZVPD.

Calculated values
- Max |F|: 0.0131 Eh/bohr
- 2S+1: 1
- E: -8774.032 eV
- HOMO-LUMO gap: 10.630 eV
- Energy relative to the best compared isomer or geometry (same formula, charge and spin): 84.5 kcal/mol

The geometry in XYZ format:
```
11
Properties=species:S:1:pos:R:3:forces:R:3
O -0.439567 0.573080 -2.174253 -0.056 0.011 -0.351
N -1.072382 0.628497 -0.933814 0.206 -0.201 0.611
C -0.302336 0.170054 -0.045486 -0.247 0.112 -0.251
C -0.420094 -0.054067 1.437042 -0.325 0.131 0.117
O 0.890501 -0.654353 1.433754 0.106 -0.064 0.103
C 1.065500 -0.444310 0.018352 0.164 -0.011 -0.307
H -1.137653 0.834839 -2.786814 0.125 0.016 0.074
H -1.201683 -0.755873 1.752016 0.116 0.095 -0.056
H -0.461817 0.850345 2.055690 0.015 -0.116 -0.097
H 1.898380 0.230805 -0.212292 -0.102 -0.092 0.051
H 1.181151 -1.379019 -0.544194 -0.002 0.119 0.106
```
Forces are in eV/Å.

natural (NBO) population analysis, charges in e, atoms 1 to 8:
1 O -0.572
2 N -0.123
3 C 0.175
4 C -0.097
5 O -0.525
6 C -0.126
7 H 0.479
8 H 0.195

[3]
Below is C3H5NO2 as an isolated structure at a distorted geometry, with properties calculated with ωB97M-V/def2-TZVPD.

Calculated values
- Max |F|: 0.0663 Eh/bohr
- 2S+1: 1
- E: -8774.545 eV
- HOMO-LUMO gap: 10.382 eV
- Energy relative to the best compared isomer or geometry (same formula, charge and spin): 72.6 kcal/mol

The geometry in XYZ format:
```
11
Properties=species:S:1:pos:R:3:forces:R:3
C -2.169032 0.340130 -0.822351 -0.976 2.672 -0.854
C -0.814769 0.701913 0.695093 2.302 0.026 -2.467
C -1.133841 -0.479021 -0.255023 -0.003 -0.119 2.024
N -1.749485 1.395342 -0.196459 -1.220 1.099 -0.628
O 1.819038 -1.178557 0.354224 -2.561 -1.233 0.811
O -0.682960 -1.541540 -0.443048 0.666 -2.470 -0.706
H -2.988258 0.386687 -1.576375 0.861 -0.513 0.598
H -1.200073 0.687166 1.637989 -1.246 -0.506 2.650
H 0.242262 1.067022 0.804923 -0.960 -0.229 -0.697
H 2.048703 -1.609274 -0.476257 0.050 0.039 0.027
H 0.860069 -1.581616 0.533682 3.086 1.235 -0.758
```
Forces are in eV/Å.

natural (NBO) population analysis, charges in e, atoms 1 to 8:
1 C -0.060
2 C -0.364
3 C 0.544
4 N -0.257
5 O -0.973
6 O -0.508
7 H 0.223
8 H 0.210

[4]
Below is an isolated molecule of C3H5NO2, with properties calculated with ωB97M-V/def2-TZVPD.

Calculated values
- Max |F|: 0.0133 Eh/bohr
- 2S+1: 1
- E: -8774.404 eV
- HOMO-LUMO gap: 8.945 eV
- Energy relative to the best compared isomer or geometry (same formula, charge and spin): 75.9 kcal/mol

The geometry in XYZ format:
```
11
Properties=species:S:1:pos:R:3:forces:R:3
O 1.045127 1.862285 -0.477292 0.250 0.032 -0.081
C 0.089243 0.979822 0.013742 -0.179 -0.019 0.110
C -1.708506 -1.262860 0.326973 0.433 -0.129 0.381
N -0.402789 -1.425008 0.151488 -0.413 -0.235 -0.097
C 0.625474 -0.435125 0.128717 0.226 0.098 -0.179
O 1.788114 -0.739163 0.049593 -0.679 0.090 -0.018
H 1.607326 1.369341 -1.088712 0.125 0.157 0.101
H -0.248102 1.335193 0.995341 0.060 -0.038 -0.133
H -1.855845 -0.214137 0.659559 -0.012 -0.228 -0.222
H -0.796017 0.913791 -0.633153 0.154 0.254 0.004
H -0.064534 -2.342630 -0.127027 0.035 0.018 0.135
```
Forces are in eV/Å.

natural (NBO) population analysis, charges in e, atoms 1 to 8:
1 O -0.684
2 C -0.178
3 C -0.017
4 N -0.635
5 C 0.663
6 O -0.524
7 H 0.479
8 H 0.215

[5]
Below is an isolated molecule of C3H5NO2, with properties calculated with ωB97M-V/def2-TZVPD.

Calculated values
- Max |F|: 0.0125 Eh/bohr
- 2S+1: 1
- E: -8775.888 eV
- HOMO-LUMO gap: 10.646 eV
- Energy relative to the best compared isomer or geometry (same formula, charge and spin): 41.7 kcal/mol

The geometry in XYZ format:
```
11
Properties=species:S:1:pos:R:3:forces:R:3
H -2.230303 -0.906075 -1.320303 0.049 0.021 0.138
N -1.483566 -0.739153 -0.649639 -0.029 0.377 -0.180
C -1.234717 0.494312 -0.568584 -0.211 -0.088 -0.094
O -0.281061 1.012255 0.232090 -0.141 -0.078 0.015
C 0.500393 0.058088 0.958939 0.100 -0.097 0.141
C 1.697823 -0.275062 0.079322 0.081 -0.483 -0.263
O 1.785935 -1.292428 -0.561795 0.046 0.486 0.417
H -1.733916 1.317234 -1.087269 0.033 -0.170 -0.018
H -0.070441 -0.851335 1.175902 0.119 0.266 -0.034
H 0.801824 0.587316 1.867360 0.057 -0.212 -0.092
H 2.484130 0.505450 0.017594 -0.105 -0.022 -0.029
```
Forces are in eV/Å.

natural (NBO) population analysis, charges in e, atoms 1 to 8:
1 H 0.359
2 N -0.706
3 C 0.404
4 O -0.495
5 C -0.191
6 C 0.410
7 O -0.479
8 H 0.158

[6]
Below is a 2-piece molecular cluster, C3H5NO2 overall, with properties calculated with ωB97M-V/def2-TZVPD.

Calculated values
- Max |F|: 0.0167 Eh/bohr
- 2S+1: 1
- E: -8777.449 eV
- HOMO-LUMO gap: 11.132 eV
- Energy relative to the best compared isomer or geometry (same formula, charge and spin): 5.7 kcal/mol

The geometry in XYZ format:
```
11
Properties=species:S:1:pos:R:3:forces:R:3
H 0.860846 -1.830399 0.621718 -0.062 0.048 0.020
N 0.490200 -0.881351 0.679270 -0.376 -0.154 -0.193
C -0.646791 -0.787174 0.120627 0.099 -0.084 0.200
C -1.394933 0.505139 0.110469 -0.076 0.083 0.091
H -1.152079 -1.642916 -0.348951 0.110 0.044 0.078
H -2.192832 0.460269 0.865204 0.103 0.008 -0.186
H -0.719950 1.325465 0.354282 -0.142 -0.072 0.013
H -1.863015 0.686411 -0.860877 0.038 -0.024 0.095
O 3.071789 0.021375 -0.133296 -0.510 0.560 -0.315
C 2.211590 0.716759 -0.499883 0.128 0.032 -0.071
O 1.393342 1.440396 -0.912834 0.689 -0.441 0.269
```
Forces are in eV/Å.

natural (NBO) population analysis, charges in e, atoms 1 to 8:
1 H 0.344
2 N -0.656
3 C 0.160
4 C -0.683
5 H 0.149
6 H 0.230
7 H 0.240
8 H 0.223

Number 5 is which compound?
C3H5NO2